Entry 1:
C7H6BrN | ωB97M-V/def2-TZVPD

Computed properties:
* energy relative to the best compared isomer or geometry (same formula, charge and spin): 0.000 eV
* SMILES: N#C[C@H]1C=CC=C(Br)C1
* gap between HOMO and LUMO: 9.011 eV
* energy: -2899.03849 Ha
* LUMO level: 0.14 eV

```
! wB97M-V def2-TZVPD RIJCOSX def2/J DEFGRID3
* xyz 0 1
N -2.70177 -1.19634 -0.19808
C -1.93161 -0.34672 -0.08111
C -0.97616 0.70054 -0.13700
C -0.30525 0.82909 1.15370
C 0.77948 0.11713 1.50811
C 1.29972 -0.81448 0.51275
C 0.87546 -0.82877 -0.74902
Br 1.30956 -2.16441 -1.98186
C 0.04215 0.36762 -1.23218
H -1.28408 1.65298 -0.46012
H -0.74152 1.68624 1.82103
H 1.37434 0.13943 2.39579
H 2.05629 -1.58095 0.87501
H -0.49077 0.10126 -2.09825
H 0.69417 1.33736 -1.32879
*
```


Entry 2:
C23H32BeCl2N3O5P | ωB97M-V/def2-TZVPD

Computed properties:
* energy relative to the best compared isomer or geometry (same formula, charge and spin): 0.292 eV
* gap between HOMO and LUMO: 5.125 eV
* energy: -2712.75570 Ha
* LUMO level: 4.62 eV

```
! wB97M-V def2-TZVPD RIJCOSX def2/J DEFGRID3
* xyz -2 1
Be -1.07775 0.61450 -0.57853
C -1.46005 3.56138 -2.06771
C -0.60144 2.47020 -2.57321
N -0.20022 1.43083 -1.88972
C 0.63271 0.70592 -2.69098
C 0.71182 1.31999 -3.93113
N -0.08124 2.43152 -3.82493
C 1.43398 1.02225 -5.22211
O 2.17749 0.00622 -5.21615
O 1.22844 1.81126 -6.15137
C 1.26147 -0.49830 -2.14951
O 2.09010 -1.15458 -2.95085
O 1.02976 -0.87045 -1.01256
H -1.50430 3.47871 -0.98736
H -2.47399 3.46307 -2.44944
H -1.06510 4.53703 -2.34900
H -0.22522 3.06714 -4.59768
H 2.15685 -0.71218 -3.90185
C -1.31145 -0.17443 4.19957
C 0.08867 -0.69757 3.87716
C 0.60064 -1.59366 5.00302
P 0.09191 -1.23289 2.05947
C 1.68132 -2.22104 1.83158
C 2.86018 -1.27756 2.04647
C 1.91248 -3.54906 2.54621
C -1.23736 -2.56436 1.92174
C -1.51352 -3.55355 3.05260
C -0.99080 -3.31234 0.61429
H -1.27510 0.50829 5.05098
H -1.99691 -0.98456 4.44454
H -1.71735 0.36669 3.34663
H 0.74918 0.17942 3.83659
H 0.10477 -2.56003 5.02128
H 0.41152 -1.09705 5.95780
H 1.67452 -1.74496 4.92375
H 1.63583 -2.41917 0.75458
H 3.02789 -1.08097 3.10482
H 2.65999 -0.33118 1.54900
H 3.77347 -1.70648 1.62944
H 1.91494 -3.44205 3.62682
H 2.88374 -3.94766 2.24594
H 1.15788 -4.28004 2.27318
H -2.13813 -1.95521 1.77794
H -0.63038 -4.12786 3.32542
H -2.28043 -4.25393 2.71592
H -1.89641 -3.05087 3.93672
H -0.28310 -4.12927 0.75256
H -0.58976 -2.61945 -0.12102
H -1.92030 -3.72940 0.22841
C -1.82689 -1.31015 -2.62920
C -2.07695 -0.77994 -1.20190
O -3.00975 -1.31396 -0.60260
H -2.58135 -2.04942 -2.91661
H -0.84543 -1.78087 -2.65694
H -1.82714 -0.48234 -3.33560
Cl -4.20686 2.29400 -0.37541
C -3.41082 2.90041 1.04933
C -4.07498 3.77984 1.85396
C -3.44874 4.30326 2.98211
C -2.13811 3.92349 3.26101
C -1.49927 3.02130 2.45594
Cl 0.14203 2.58766 2.82344
C -2.06567 2.40840 1.27554
N -1.46516 1.58548 0.51384
H -5.08899 4.06737 1.60434
H -3.96795 5.00480 3.61835
H -1.61884 4.34157 4.11683
*
```


Entry 3:
C3H3NO2 | ωB97M-V/def2-TZVPD

Computed properties:
* energy relative to the best compared isomer or geometry (same formula, charge and spin): 0.522 eV
* SMILES: O=C=O.CC#N
* gap between HOMO and LUMO: 12.629 eV
* energy: -321.35846 Ha
* LUMO level: 0.60 eV

```
! wB97M-V def2-TZVPD RIJCOSX def2/J DEFGRID3
* xyz 0 1
O -2.00687 0.56976 -0.89771
C -1.35313 0.61014 -1.87881
O -0.89573 0.68864 -2.89512
C 0.66947 -0.24232 1.45040
C 0.84841 -0.51650 0.04440
N 0.93798 -0.72042 -1.06069
H -0.26247 0.20995 1.48312
H 1.21418 0.64085 1.77728
H 0.84816 -1.24010 1.97713
*
```


Entry 4:
C24H38Br2N9OPTi | ωB97M-V/def2-TZVPD

Computed properties:
* energy relative to the best compared isomer or geometry (same formula, charge and spin): 1.827 eV
* gap between HOMO and LUMO: 6.229 eV
* energy: -7843.74911 Ha
* LUMO level: -5.50 eV

```
! wB97M-V def2-TZVPD RIJCOSX def2/J DEFGRID3
* xyz 2 1
Ti -0.67052 0.73433 0.46794
C -1.26060 -4.16379 1.00454
N -2.05567 -3.27267 1.82524
C -2.80786 -3.87897 2.90688
C -1.99586 -1.93713 1.59925
N -1.09166 -1.37612 0.87299
N -2.99707 -1.17785 2.17334
C -3.27128 0.15978 2.00091
N -4.45286 0.53812 2.53798
N -2.48884 0.97283 1.37187
H -1.66780 -5.16630 1.08531
H -0.21443 -4.19281 1.32220
H -1.32942 -3.86863 -0.04428
H -2.26248 -4.75089 3.25871
H -3.79623 -4.20443 2.57639
H -2.89842 -3.19134 3.74509
H -0.40368 -2.04742 0.55034
H -3.72423 -1.70420 2.63922
H -5.03177 -0.09244 3.06759
H -4.71917 1.50844 2.53693
H -2.86503 1.92330 1.34581
Br -2.39976 -1.11177 -3.73501
C -2.24423 0.71843 -3.24336
C -2.65667 1.72534 -4.10155
C -2.43642 3.03825 -3.74596
Br -2.99577 4.41522 -4.93846
C -1.75587 3.36799 -2.54961
C -1.32364 4.67043 -2.21818
C -0.59895 4.86467 -1.06772
C -0.35869 3.79149 -0.20903
N -0.75213 2.54785 -0.47112
C -1.41200 2.31921 -1.64714
C -1.66759 0.95825 -1.99274
O -1.30196 -0.01791 -1.21757
H -3.12126 1.47941 -5.04331
H -1.53440 5.49847 -2.87865
H -0.20434 5.83782 -0.82403
H 0.18631 3.96230 0.70992
C 2.83414 -1.97056 -3.40447
N 1.77711 -2.58532 -2.49288
C 2.47966 -3.10757 -1.24650
N 3.25897 -2.10219 -0.62987
C 4.23514 -1.55039 -1.55531
N 3.55964 -0.98351 -2.70652
C 2.79781 0.20433 -2.38852
P 1.38730 -0.09846 -1.15790
C 0.74962 -1.57794 -2.15456
C 2.47135 -1.07940 0.02581
H 2.32188 -1.54401 -4.27122
H 3.49934 -2.77360 -3.73674
H 1.32815 -3.36579 -2.98052
H 3.12062 -3.94161 -1.55027
H 1.71388 -3.47034 -0.55367
H 4.91143 -2.34564 -1.88200
H 4.82161 -0.78004 -1.05583
H 2.37289 0.61143 -3.31117
H 3.47682 0.94965 -1.96837
H 0.34616 -1.17491 -3.08832
H -0.08209 -2.05145 -1.63035
H 1.85453 -1.52883 0.81392
H 3.14925 -0.36882 0.50775
C 2.01321 1.19988 3.88633
C 1.18193 1.68203 2.68818
C 0.22954 2.79453 3.18805
C 2.14635 2.25268 1.61692
C 0.36479 0.57244 2.08085
H 2.64817 1.99622 4.26590
H 2.65026 0.36576 3.60250
H 1.36860 0.87063 4.69779
H 0.79544 3.68343 3.46313
H -0.30427 2.45975 4.07486
H -0.51400 3.05488 2.43054
H 2.38662 3.29514 1.81643
H 1.70828 2.17309 0.61205
H 3.08244 1.69917 1.63666
H 0.43970 -0.34192 2.68659
*
```


Entry 5:
C2H3N2O2 | ωB97M-V/def2-TZVPD

Computed properties:
* energy relative to the best compared isomer or geometry (same formula, charge and spin): 0.880 eV
* gap between HOMO and LUMO: 11.235 eV
* energy: -337.70586 Ha
* LUMO level: -5.56 eV

```
! wB97M-V def2-TZVPD RIJCOSX def2/J DEFGRID3
* xyz 1 1
C -0.07277 -0.41668 0.23562
C -3.12659 0.35008 -0.21222
N -1.06195 -0.95802 -0.09208
N 0.76978 0.49579 0.51675
O -3.13198 1.14543 -1.05791
O -3.28745 -0.40688 0.64740
H -1.61112 -1.91207 0.09660
H 1.81586 0.23113 0.61372
H 0.44018 1.34771 0.90527
*
```


Entry 6:
C17H40BiNP3S | ωB97M-V/def2-TZVPD

Computed properties:
* energy relative to the best compared isomer or geometry (same formula, charge and spin): 0.000 eV
* gap between HOMO and LUMO: 5.869 eV
* energy: -2362.34510 Ha
* LUMO level: -10.58 eV

```
! wB97M-V def2-TZVPD RIJCOSX def2/J DEFGRID3
* xyz 3 1
Bi -0.26129 -0.23040 -1.09624
P 1.59594 1.04505 0.55646
P -2.08661 1.70596 -0.22930
P 0.65949 1.56860 -3.14352
H -0.41038 -5.21444 -1.08275
C 0.44959 -5.15174 -1.75450
C 1.68698 -4.83397 -1.34533
H 1.93103 -4.61460 -0.30158
C 1.78988 0.41964 2.25981
C 1.48953 2.84449 0.83231
C 3.22494 0.74968 -0.20384
C -3.82308 1.47768 -0.73893
C -2.26708 1.91220 1.58590
C -1.76181 3.42344 -0.76286
C 2.01376 0.75760 -4.07465
C 1.40021 3.19008 -2.74866
C -0.49719 2.02879 -4.49029
H 0.25646 -5.37423 -2.80725
H 2.51742 -4.82588 -2.06109
H 1.94526 -0.66960 2.26460
H 0.90772 0.67015 2.87190
H 2.67181 0.90940 2.69981
H 0.60606 3.09233 1.43942
H 1.44679 3.40399 -0.10998
H 2.39093 3.14677 1.38484
H 3.43955 -0.33027 -0.19210
H 3.98700 1.27090 0.39220
H 3.27031 1.10351 -1.24499
H -4.38855 2.39214 -0.50545
H -4.26381 0.63265 -0.19218
H -3.88189 1.28572 -1.81870
H -2.89095 2.79945 1.77089
H -1.29494 2.06150 2.07999
H -2.77314 1.03926 2.02148
H -2.63308 4.02947 -0.47564
H -1.63650 3.48157 -1.85329
H -0.87064 3.83395 -0.26918
H 1.93324 1.03474 -5.13384
H 1.95261 -0.33454 -3.99149
H 2.98592 1.09011 -3.68674
H 1.60940 3.70318 -3.69475
H 2.33504 3.07298 -2.18989
H 0.69741 3.79594 -2.16618
H 0.09540 2.39578 -5.33856
H -1.16370 2.82648 -4.14424
H -1.11304 1.18394 -4.82649
C -0.91143 -2.47806 -4.78291
C -1.91923 -2.39151 -5.76072
C -1.90641 -3.25676 -6.84636
C -0.89188 -4.21385 -6.96061
C 0.10339 -4.30793 -5.98230
C 0.10001 -3.43678 -4.88751
S -0.98684 -1.28462 -3.50005
H -0.60834 -2.03461 -2.26611
H -2.68222 -1.62352 -5.63966
H -2.68652 -3.17763 -7.60679
H -0.87708 -4.88580 -7.82247
H 0.88915 -5.05690 -6.07872
H 0.86544 -3.49536 -4.11788
N -0.95267 -1.38770 1.28121
H -0.15340 -1.92045 1.63046
H -1.75040 -2.02184 1.22400
H -1.17754 -0.68498 1.99219
*
```


Entry 7:
C3H6N2O2 | ωB97M-V/def2-TZVPD

Computed properties:
* energy relative to the best compared isomer or geometry (same formula, charge and spin): 3.870 eV
* gap between HOMO and LUMO: 8.460 eV
* energy: -377.81712 Ha
* LUMO level: 0.45 eV

```
! wB97M-V def2-TZVPD RIJCOSX def2/J DEFGRID3
* xyz 0 1
N 0.93289 1.12079 1.51147
C 0.29451 0.44447 0.57771
O 0.87303 0.43223 -0.58173
C -0.91310 -0.45056 0.80706
O -0.51855 -1.58868 0.24129
C 0.30460 -0.43730 -1.57147
N -0.53550 0.08602 -2.34021
H 1.82447 1.55924 1.32049
H 0.56057 1.15684 2.44787
H -1.80125 0.06880 0.36659
H -1.09119 -0.45982 1.91196
H 0.87440 -1.35651 -1.62539
H -0.80487 -0.57552 -3.06564
*
```


Entry 8:
C4H12N2 | ωB97M-V/def2-TZVPD

Computed properties:
* energy relative to the best compared isomer or geometry (same formula, charge and spin): 1.785 eV
* SMILES: CCNCCN
* gap between HOMO and LUMO: 9.907 eV
* energy: -269.05073 Ha
* LUMO level: 1.05 eV

```
! wB97M-V def2-TZVPD RIJCOSX def2/J DEFGRID3
* xyz 0 1
C -1.75122 -1.64756 -0.57905
C -0.58690 -1.00169 -1.37499
N 0.61068 -0.55984 -0.66021
C 0.23383 0.35392 0.43048
C 1.41080 1.32461 0.51583
N 1.36826 2.13823 1.81326
H -1.50605 -2.16071 0.23035
H -2.62407 -0.97961 -0.39010
H -2.06283 -2.44232 -1.26332
H -0.25459 -1.69682 -2.23704
H -1.03781 -0.08520 -1.87269
H 1.07486 -1.34711 -0.23560
H -0.73331 0.87176 0.25507
H 0.14524 -0.20229 1.26628
H 1.39727 1.90419 -0.42494
H 2.43861 0.84577 0.44099
H 1.02708 3.13515 1.66169
H 0.85017 1.54953 2.42400
*
```


Entry 9:
C3H11N2O | ωB97M-V/def2-TZVPD

Computed properties:
* energy relative to the best compared isomer or geometry (same formula, charge and spin): 2.218 eV
* gap between HOMO and LUMO: 10.867 eV
* energy: -305.37122 Ha
* LUMO level: -4.03 eV

```
! wB97M-V def2-TZVPD RIJCOSX def2/J DEFGRID3
* xyz 1 1
C -1.04852 0.18718 -2.30511
C -0.38470 0.51807 -0.91055
N 1.73367 -1.41172 1.15043
C 1.46314 -0.37584 0.43068
N 0.58132 -0.44582 -0.54974
H -1.67179 -0.82584 -2.41407
H -0.32477 0.12071 -3.09204
H -1.63252 1.08029 -2.40163
H -1.22686 0.52562 -0.19152
H 0.03837 1.50791 -1.00871
H 1.10411 -2.13352 1.35860
H 2.59965 -1.55777 1.62623
H 1.95240 0.63040 0.55435
H 0.74356 -1.37509 -0.84229
H -1.99045 1.48134 2.88228
H -0.76805 0.89693 3.30574
O -1.16854 1.17714 2.40733
*
```